1.
The following is a quantum chemistry calculation of a molecular structure, C31H109B2ClN6O28P, from the Open Molecules 2025 dataset.

```
178
Properties=species:S:1:pos:R:3:forces:R:3:mulliken_charge:R:1
C 3.1290 -0.4565 1.4764 -0.020 0.061 -0.050 -1.2007
N 2.9385 0.9814 1.2004 -0.075 -0.184 0.124 0.0357
C 1.5374 1.3126 1.0489 0.114 -0.110 0.394 -0.6156
C 1.2231 2.7223 0.4360 0.283 -0.887 0.548 -1.7365
N 2.1724 3.6265 1.0099 -0.022 -0.127 -0.271 0.0982
N -0.1610 3.0656 0.8104 -0.504 -0.081 -0.238 0.8338
B -0.3372 3.8249 2.0716 -0.069 0.511 0.102 1.8778
O -0.4127 3.2279 3.3052 -0.134 0.051 -0.567 -0.8389
O -0.4035 5.1991 1.9572 0.557 -0.541 0.335 -0.5358
C -0.0791 5.9988 3.1124 -0.126 0.604 0.237 -0.9744
C -1.2701 2.9375 -0.0897 0.890 0.296 -0.003 -1.2392
Cl -2.7588 2.7398 0.8845 -0.321 0.543 -0.038 -0.1167
C -1.1230 1.7376 -1.0327 -0.613 0.173 -0.646 -0.9024
B -2.1923 1.8679 -2.2759 -0.720 -0.379 -0.243 1.0231
O -2.1599 0.9477 -3.3115 0.734 0.446 0.562 -0.1808
O -3.0865 2.8994 -2.3081 1.116 -0.071 -0.368 -0.8062
P -1.7464 0.1661 -0.3230 -0.966 -0.835 1.408 0.4128
O -3.2054 0.0756 -0.6177 1.213 -0.003 -0.154 -0.7008
O -1.3901 0.0178 1.2061 2.009 0.027 -2.581 -0.2915
O -0.9234 -0.9667 -1.1235 0.524 0.756 0.325 0.2496
N 0.2814 1.6875 -1.6283 -0.146 -0.188 0.116 0.5655
C 1.3479 2.6853 -1.1184 0.410 0.824 -0.495 -0.2276
C 1.0079 4.0482 -1.8543 -0.381 0.268 -0.198 -1.9099
N 0.9157 5.2406 -1.0073 0.003 0.052 0.128 -0.0956
N 2.6055 2.0734 -1.5420 -0.598 0.261 -0.286 0.7298
C 2.6430 1.7030 -2.9744 -0.196 -0.422 -0.264 -0.6512
C 3.8974 2.6393 -1.2005 0.247 -0.031 0.545 0.5965
C 4.1210 4.1294 -1.2855 0.193 0.268 0.317 -1.0958
O 4.8011 1.8787 -1.0131 -0.036 0.090 -0.266 -0.5559
H 4.2007 -0.6796 1.5326 -0.344 0.089 0.030 0.4951
H 2.6463 -0.7509 2.4231 0.149 -0.153 -0.372 0.3813
H 2.7202 -1.0596 0.6501 0.070 0.207 0.199 0.2285
H 3.2990 1.4513 2.0271 0.034 0.092 -0.242 0.3787
H 1.0764 0.5109 0.4517 0.028 0.234 0.116 -0.7620
H 1.0127 1.2878 2.0237 -0.071 -0.005 -0.339 0.6446
H 2.5478 3.3831 1.9104 -0.083 0.027 -0.014 0.2124
H 2.0578 4.6094 0.8265 -0.148 0.004 0.101 0.3329
H -0.6440 2.2915 3.2129 0.308 0.166 0.098 0.2325
H -0.0745 7.0525 2.8079 -0.064 -0.371 0.009 0.2796
H -0.8249 5.8867 3.9082 0.200 -0.107 -0.222 0.2559
H 0.9210 5.7497 3.4939 -0.305 -0.096 -0.107 0.4075
H -1.4447 3.8435 -0.6944 -0.256 -0.233 0.253 0.5737
H -1.5539 0.2092 -3.1353 -0.321 -0.017 -0.282 0.0491
H -3.2150 3.2050 -3.2211 -0.477 -0.026 0.158 0.3516
H -2.2201 0.1998 1.7602 -0.257 -0.350 0.189 0.4404
H -0.2676 -1.4517 -0.5877 -0.245 -0.152 0.007 -0.0377
H 0.6703 0.7423 -1.5361 0.054 0.093 0.165 0.8675
H 0.1781 1.8326 -2.6379 0.312 -0.020 0.024 0.8186
H 0.0754 3.9461 -2.4460 0.147 -0.247 0.165 0.2089
H 1.7864 4.2447 -2.6049 -0.132 -0.208 0.297 0.6921
H 0.5580 6.0181 -1.5591 0.168 -0.148 -0.028 0.5297
H 0.2667 5.1266 -0.2338 -0.068 -0.079 -0.043 -0.0615
H 2.4024 0.6358 -3.1096 0.152 0.280 -0.021 0.1302
H 3.6377 1.8694 -3.4043 -0.237 -0.092 0.238 0.5330
H 1.9377 2.2705 -3.5942 0.193 0.021 0.084 0.3184
H 3.3723 4.7167 -0.7438 0.201 -0.189 -0.429 0.2064
H 4.1355 4.4316 -2.3421 -0.036 -0.060 0.168 0.2289
H 5.1102 4.3308 -0.8534 -0.303 -0.044 -0.206 0.4283
C -6.4242 1.7197 -3.0611 0.109 0.038 0.012 -0.5488
O -5.5523 2.1173 -4.1163 -0.038 0.018 0.118 -0.5704
H -7.4263 2.0330 -3.3418 0.001 0.002 -0.004 0.2835
H -6.4141 0.6358 -2.9243 -0.037 -0.007 0.000 0.2513
H -6.1502 2.1992 -2.1183 -0.028 0.006 0.010 0.2019
H -4.6616 1.8434 -3.8792 -0.097 -0.156 0.108 0.2013
C 2.0993 -2.0059 5.6214 0.194 0.120 -0.099 -0.3388
O 2.8622 -1.4063 4.5737 -0.143 -0.021 0.175 -0.3635
H 1.0508 -1.8009 5.4119 0.033 0.010 -0.029 0.0272
H 2.2518 -3.0885 5.6411 -0.076 -0.048 0.035 0.2772
H 2.3660 -1.5848 6.5913 -0.065 -0.077 0.040 0.2173
H 3.7918 -1.5862 4.7420 0.016 -0.027 -0.099 0.2072
C 6.5704 -3.0256 1.9140 -0.086 -0.033 -0.015 -0.6649
O 5.1627 -2.8474 2.0477 0.173 -0.092 0.072 -0.3262
H 7.0440 -2.0954 2.2197 -0.008 0.011 -0.002 0.2217
H 6.9365 -3.8323 2.5540 0.022 0.017 0.007 0.2818
H 6.8514 -3.2375 0.8798 0.021 0.018 0.002 0.2968
H 4.7398 -3.6675 1.7782 -0.102 -0.002 -0.034 0.2174
C -3.0103 -4.1387 0.6268 -0.091 0.073 0.140 -0.8247
O -2.1061 -3.0556 0.3776 -0.311 -0.396 0.001 0.1392
H -2.4159 -5.0437 0.7271 0.005 -0.005 -0.035 0.2299
H -3.5706 -3.9803 1.5511 0.052 -0.036 0.066 0.3155
H -3.7110 -4.2740 -0.1972 0.078 -0.097 0.113 0.2814
H -2.6295 -2.2554 0.2773 -0.052 0.116 -0.033 -0.0603
C 1.3005 0.1075 -6.1792 -0.168 0.178 -0.054 -0.2300
O 1.0211 1.3747 -5.5639 -0.167 0.040 0.236 -0.4460
H 2.1351 -0.3407 -5.6441 0.029 0.051 0.018 0.3063
H 0.4358 -0.5509 -6.1130 0.039 -0.109 -0.061 -0.0360
H 1.5775 0.2476 -7.2249 0.032 -0.085 -0.010 0.1907
H 0.2917 1.7861 -6.0408 0.025 0.003 -0.122 0.2554
C 0.9414 -4.2209 2.3206 -0.001 -0.231 -0.226 0.3580
O 0.6054 -3.4126 1.1958 -0.021 0.107 -0.333 -0.0974
H 1.9515 -3.9598 2.6256 0.009 0.040 -0.002 0.0542
H 0.2659 -4.0657 3.1661 -0.054 0.108 -0.046 -0.2509
H 0.9162 -5.2748 2.0425 0.139 -0.049 0.177 -0.0957
H -0.2687 -3.6677 0.8711 -0.028 0.239 0.231 -0.0899
C -0.3986 -7.6537 3.3294 0.162 -0.158 0.021 -0.4842
O 0.9839 -7.3588 3.4856 -0.118 0.081 -0.003 -0.4966
H -0.9050 -6.7550 2.9821 0.063 0.052 0.020 0.1217
H -0.5503 -8.4533 2.5997 -0.080 0.004 0.005 0.3368
H -0.8430 -7.9517 4.2822 -0.163 -0.006 -0.067 0.2263
H 1.4131 -8.1625 3.8034 0.011 0.053 0.106 0.3179
C -1.8500 9.6893 3.9878 0.048 -0.043 0.043 -0.5674
O -1.0595 8.6277 4.5207 -0.001 0.069 0.012 -0.4390
H -2.4049 9.2829 3.1451 0.004 0.000 -0.010 0.1898
H -2.5587 10.0683 4.7272 -0.023 0.004 -0.020 0.2890
H -1.2264 10.5124 3.6326 -0.019 0.008 -0.024 0.3053
H -0.5626 8.9738 5.2675 -0.018 -0.024 0.003 0.2575
C 2.8034 9.0370 -0.7731 -0.076 -0.058 0.007 -0.5737
O 1.4496 8.6009 -0.7091 0.026 -0.081 -0.017 -0.4952
H 2.7873 10.0891 -1.0450 0.002 0.004 -0.003 0.2520
H 3.3050 8.9319 0.1923 0.021 0.028 -0.005 0.2635
H 3.3680 8.4874 -1.5312 0.021 0.024 -0.005 0.2406
H 1.4532 7.6710 -0.4646 0.058 -0.012 0.064 0.2972
C -3.9329 -1.2488 2.6553 0.137 -0.261 -0.038 -0.5490
O -3.3292 0.0308 2.4140 -1.939 0.128 1.469 -0.3075
H -3.1247 -1.9715 2.7460 0.038 0.069 -0.004 0.0476
H -4.5044 -1.2372 3.5826 0.038 0.080 -0.016 0.3777
H -4.5808 -1.5344 1.8251 0.014 0.071 -0.024 0.2897
H -4.0258 0.6893 2.3293 0.051 0.114 -0.087 0.2627
C -3.7437 6.1621 2.1781 0.063 0.036 -0.039 -0.3633
O -2.9107 6.4041 1.0557 0.000 -0.017 0.000 -0.5894
H -4.7606 6.4211 1.8911 -0.004 -0.006 0.002 0.3651
H -3.7226 5.1089 2.4785 -0.020 0.004 0.020 0.0506
H -3.4557 6.7773 3.0361 -0.020 -0.005 0.019 0.1613
H -2.0097 6.1725 1.3091 -0.019 -0.043 -0.047 0.3104
C -0.0017 -10.1308 6.4219 0.031 0.067 -0.011 -0.5686
O 0.9070 -9.1203 5.9915 -0.074 -0.006 -0.098 -0.4531
H 0.5360 -11.0750 6.3997 0.002 -0.001 -0.001 0.2341
H -0.3487 -9.9454 7.4405 0.004 -0.034 0.009 0.2715
H -0.8672 -10.2013 5.7574 -0.001 -0.034 0.000 0.2704
H 0.4412 -8.2790 6.0157 0.081 0.027 0.072 0.2609
C 1.5884 -6.7863 -0.4581 -0.150 0.146 -0.074 -0.2892
O 2.2813 -5.5383 -0.4649 -0.056 -0.060 -0.218 -0.4935
H 2.3255 -7.5849 -0.4438 0.060 0.052 0.011 0.2832
H 0.9531 -6.8794 0.4280 0.041 -0.068 0.025 -0.0166
H 0.9717 -6.8818 -1.3551 -0.019 -0.133 0.027 0.2826
H 1.6113 -4.8452 -0.4589 0.098 0.144 0.290 0.2154
C -1.1865 -3.7322 5.7807 0.001 -0.132 0.049 -0.2996
O -1.1560 -5.1437 5.6182 0.064 0.041 -0.079 -0.4708
H -2.2288 -3.4512 5.9169 -0.009 -0.004 0.016 0.3327
H -0.6218 -3.4154 6.6611 -0.011 0.038 0.004 0.2769
H -0.7929 -3.2123 4.9022 -0.019 0.016 0.003 -0.1265
H -0.2395 -5.4156 5.5005 -0.007 0.016 -0.054 0.2503
C 0.1633 -3.9822 -3.1833 0.375 -0.119 0.059 0.1635
O 0.8881 -5.1904 -3.3792 -0.058 0.208 0.102 -0.6031
H -0.7254 -4.0217 -3.8042 -0.048 -0.050 0.018 0.0125
H -0.1519 -3.8663 -2.1393 -0.087 0.021 -0.036 -0.0714
H 0.7642 -3.1152 -3.4813 -0.073 0.047 -0.002 0.1784
H 1.6745 -5.1522 -2.8201 0.001 -0.113 -0.041 0.3219
C -3.6189 1.8442 -6.6492 0.363 -0.102 0.122 -0.3957
O -2.3220 2.1824 -6.1290 0.083 -0.046 -0.011 -0.4791
H -3.9898 2.7029 -7.2009 0.008 0.034 0.043 0.2529
H -3.5558 0.9849 -7.3201 -0.019 0.029 -0.046 0.2689
H -4.2882 1.6177 -5.8240 -0.234 -0.013 -0.276 0.1863
H -2.0244 1.4145 -5.6294 -0.042 0.045 0.062 0.1775
C -4.1569 -4.5354 -3.2689 0.053 0.026 0.019 -0.7580
O -3.0793 -4.1759 -2.4067 -0.184 0.110 -0.271 -0.3003
H -3.8786 -5.4665 -3.7566 0.004 -0.001 0.014 0.2756
H -5.0829 -4.6941 -2.7118 -0.032 -0.046 0.009 0.3115
H -4.3432 -3.7789 -4.0379 0.044 -0.008 0.025 0.2533
H -3.3148 -3.3537 -1.9644 0.144 0.031 -0.100 0.1484
C 3.3029 0.5952 8.5966 0.063 -0.072 0.008 -0.5525
O 3.4857 -0.8138 8.5050 0.072 0.102 -0.010 -0.5088
H 2.2442 0.7909 8.4426 -0.004 0.001 0.002 0.2195
H 3.5908 0.9731 9.5802 -0.034 0.024 0.003 0.3006
H 3.8747 1.1249 7.8300 -0.029 0.024 -0.006 0.2517
H 4.4188 -0.9999 8.6441 -0.032 -0.058 0.034 0.2837
C 1.6378 0.5636 -10.5844 -0.168 0.071 0.029 -0.5850
O 0.3966 -0.0307 -10.2141 0.109 0.040 0.013 -0.4586
H 2.4354 -0.0877 -10.2354 -0.032 -0.035 0.018 0.2167
H 1.7237 0.6724 -11.6677 0.038 -0.013 -0.004 0.3197
H 1.7516 1.5461 -10.1178 0.103 0.003 -0.021 0.2477
H -0.3031 0.5506 -10.5251 -0.049 -0.077 0.015 0.2728
C -1.1226 -3.0395 -7.4432 -0.005 -0.020 0.034 -0.6507
O -1.1181 -2.2713 -6.2397 -0.101 0.050 0.056 -0.3324
H -0.3622 -2.6175 -8.0958 -0.010 0.019 -0.004 0.2438
H -0.8812 -4.0863 -7.2448 0.023 0.017 -0.021 0.2699
H -2.0900 -2.9826 -7.9476 0.024 0.008 -0.026 0.2862
H -1.7875 -2.6346 -5.6536 0.011 -0.040 0.011 0.1912
```
Positions in Å, forces in eV/Å.

Summary:
E = -123343.06456 eV
charge = +1
Kohn-Sham gap = 8.7 eV
multiplicity = 1

2.
The following is a quantum chemistry calculation of a molecular structure, C31H18Cl2F15N2O5PS2Se2Tc, from the Open Molecules 2025 dataset.

```
79
Properties=species:S:1:pos:R:3:forces:R:3:mulliken_charge:R:1
Tc -0.6923 -0.4518 -0.3692 0.719 0.180 0.509 1.1560
Se -0.8203 4.1726 1.1692 0.040 0.032 -0.010 -0.3505
P -1.9424 2.9343 -0.1101 -0.121 -0.001 -0.036 0.7698
Se -0.6769 1.7403 -1.5052 0.059 -0.207 0.188 -0.4030
C -3.1999 1.9629 0.8005 0.011 0.063 0.077 0.5441
C -3.5115 0.6059 0.6612 -0.020 -0.057 0.025 0.9867
C -4.5453 0.0980 1.4540 -0.048 0.000 0.019 -0.5321
C -5.2382 0.8867 2.3513 0.010 0.036 0.008 -0.8868
C -4.9199 2.2303 2.4865 -0.004 -0.052 -0.025 -1.0071
C -3.9048 2.7541 1.7111 0.015 0.007 0.024 -0.9615
C -2.9830 3.8837 -1.2809 -0.017 -0.013 0.015 0.5773
C -3.8958 3.2056 -2.0864 -0.006 0.012 -0.010 -0.1944
C -4.6991 3.9058 -2.9690 0.003 0.001 0.004 -0.7669
C -4.5893 5.2898 -3.0584 0.004 0.002 0.005 -0.4304
C -3.6787 5.9648 -2.2617 -0.008 -0.004 -0.010 -0.5968
C -2.8768 5.2627 -1.3687 0.011 -0.003 -0.006 -0.6744
H -2.9766 0.2476 -1.3127 0.052 0.014 0.014 0.4136
H -4.8134 -0.9452 1.3667 0.008 0.019 -0.008 0.4628
H -6.0266 0.4461 2.9495 -0.003 0.006 0.003 0.4175
H -5.4470 2.8612 3.1902 -0.003 0.000 0.003 0.3690
H -3.6264 3.7952 1.8219 0.003 -0.006 0.001 0.4205
H -3.9710 2.1255 -2.0229 -0.016 0.013 -0.002 0.2381
H -5.4093 3.3752 -3.5906 -0.002 -0.003 0.000 0.4140
H -5.2153 5.8381 -3.7514 0.000 0.001 -0.004 0.3703
H -3.5891 7.0415 -2.3319 -0.001 0.002 0.003 0.3803
H -2.1635 5.7723 -0.7320 -0.005 0.003 0.001 0.3152
F 2.7600 -2.0179 3.0034 0.026 0.025 -0.030 -0.2822
C 2.4514 -1.4375 1.8309 0.139 0.050 0.017 0.6371
F 3.5732 -1.0484 1.2588 -0.171 -0.073 0.218 -0.2672
F 1.8361 -2.3311 1.0835 -0.041 -0.026 0.039 -0.2066
S 1.4172 0.0572 2.2757 0.333 0.044 0.465 1.0226
O 0.5884 0.5059 1.1597 -0.192 0.053 -0.467 -0.6225
O 2.3785 0.9741 2.7723 -0.061 0.036 0.084 -0.6474
N 0.4872 -0.5275 3.4210 -0.047 0.024 -0.163 -0.7041
S -0.8933 -1.0325 2.8776 -0.040 -0.083 -0.169 1.0774
O -0.7524 -1.7878 1.6121 -0.247 0.389 -0.014 -0.7368
O -1.9608 -0.0877 2.9295 -0.023 -0.143 0.208 -0.6346
C -1.2910 -2.3197 4.1312 0.074 -0.078 -0.085 0.4393
F -1.4307 -1.7552 5.3237 -0.005 -0.004 0.018 -0.2093
F -0.3462 -3.2506 4.1953 -0.008 0.012 -0.028 -0.2162
F -2.4436 -2.8998 3.7881 -0.005 0.001 0.005 -0.1910
Cl 0.1147 -4.1022 -0.8437 -0.031 -0.053 -0.010 -0.1540
C -0.4367 -3.6913 -2.4172 -0.002 0.010 -0.003 1.1039
C -0.4510 -4.6372 -3.4243 0.009 -0.002 0.056 -0.5278
C -0.9010 -4.2801 -4.6840 0.002 0.001 -0.043 -0.6285
C -1.3494 -2.9944 -4.9431 0.006 -0.003 -0.002 -0.6034
C -1.3410 -2.0478 -3.9358 0.053 -0.021 0.086 0.8006
Cl -1.9360 -0.4656 -4.2548 -0.011 0.031 0.062 -0.1655
C -0.8618 -2.3815 -2.6644 -0.102 -0.205 0.147 -1.2246
N -0.8553 -1.4808 -1.6264 -0.287 -0.014 -0.801 -0.2036
H -0.1040 -5.6380 -3.2115 -0.002 -0.005 -0.011 0.4951
H -0.9037 -5.0148 -5.4782 -0.006 -0.001 0.002 0.3956
H -1.7089 -2.7126 -5.9224 -0.004 -0.008 -0.002 0.4776
F 4.1229 -1.9776 -3.2725 0.018 0.002 0.017 -0.3033
C 2.9860 -1.9244 -2.5520 -0.023 0.034 -0.044 0.2661
F 3.0888 -2.8317 -1.5807 0.014 -0.004 0.038 -0.2410
F 1.9962 -2.3465 -3.3725 0.025 0.016 -0.001 -0.2081
C 2.6513 -0.5040 -1.9701 0.053 0.045 -0.043 0.7625
O 1.7376 -0.5670 -1.0172 -0.112 -0.091 0.086 0.5405
C 2.2146 0.4020 -3.1766 -0.030 0.045 0.014 -0.0157
F 0.9336 0.1670 -3.4988 -0.085 -0.102 -0.056 -0.0290
F 2.9275 0.2168 -4.3050 0.024 -0.012 -0.002 -0.3187
F 2.2995 1.6996 -2.8599 0.041 0.004 0.008 -0.2600
C 4.0060 0.1090 -1.4327 0.023 -0.029 -0.012 0.3402
F 4.7705 0.6549 -2.4053 -0.016 -0.011 0.007 -0.2886
F 3.7654 1.0575 -0.5350 -0.006 0.060 -0.030 -0.2228
F 4.7732 -0.8250 -0.8410 0.080 0.006 -0.189 -0.2995
C -2.8421 -0.2735 -0.3611 -0.149 -0.008 -0.113 0.7168
C -3.4894 -1.6255 -0.5748 -0.023 0.054 -0.003 -0.1666
C -3.4009 -2.6922 0.3204 0.035 -0.012 -0.050 0.5949
C -3.9501 -3.9296 0.0192 0.007 0.014 0.012 -0.9331
C -4.6135 -4.1344 -1.1830 -0.017 -0.002 0.003 -0.6733
C -4.7399 -3.0769 -2.0707 -0.005 -0.004 -0.006 -0.8463
C -4.1903 -1.8401 -1.7628 0.056 -0.021 0.011 -0.6310
H -2.8825 -2.5584 1.2556 0.032 -0.008 0.025 0.2721
H -3.8493 -4.7416 0.7292 -0.002 0.000 0.001 0.4567
H -5.0330 -5.1040 -1.4201 0.003 -0.001 -0.002 0.3769
H -5.2651 -3.2117 -3.0089 0.001 0.002 0.003 0.4371
H -4.2939 -1.0220 -2.4654 0.019 0.022 -0.036 0.4178
```
Positions in Å, forces in eV/Å.

Summary:
E = -275318.00590 eV
charge = -1
Kohn-Sham gap = 6.3 eV
multiplicity = 1